# 1
Entry from the OMol25 dataset: the molecule C20H21N3O4 (ωB97M-V/def2-TZVPD).

The geometry in XYZ format:
```
48
Properties=species:S:1:pos:R:3:forces:R:3
C 0.9366 -4.6541 2.9190 0.01 0.32 -0.24
C 0.2962 -4.4321 1.5961 -0.31 -0.91 0.07
C -0.4306 -5.2569 0.7892 0.29 0.29 0.46
C -0.7723 -4.4935 -0.3546 0.29 0.64 -0.07
C -0.2271 -3.2576 -0.1655 -0.40 -0.42 -0.71
C -0.2664 -2.0107 -0.9866 0.09 -0.04 0.26
N -1.5564 -1.3484 -0.9227 0.07 -0.27 -0.31
C -1.7646 -0.2363 -0.1840 -0.73 0.00 -0.06
O -0.8874 0.3080 0.4535 0.19 0.12 0.28
C -3.1711 0.3305 -0.2932 0.18 0.22 -0.02
C -3.2832 1.1688 -1.5816 -0.20 0.09 0.22
N -2.1722 2.0828 -1.7087 -0.04 -0.36 -0.33
C -2.0621 3.1623 -0.9127 0.56 0.25 -0.37
O -2.9510 3.6119 -0.2231 -0.31 0.11 0.35
C -0.6600 3.7927 -0.9787 -0.38 0.12 -0.19
N 0.2983 2.9543 -0.2817 0.21 -0.14 -0.38
C 0.5150 3.1550 1.0488 0.36 -0.11 0.85
C 1.3778 2.4050 1.7623 -0.34 0.34 -0.02
C 2.0975 1.3573 1.1189 0.02 -0.16 -0.48
C 3.0153 0.5377 1.7902 0.02 -0.02 0.01
C 3.6762 -0.4651 1.1227 -0.01 0.05 0.12
C 3.4496 -0.6790 -0.2373 -0.04 -0.01 -0.15
C 2.5508 0.1104 -0.9147 0.02 0.11 -0.06
C 1.8645 1.1319 -0.2493 0.33 -0.18 0.35
C 0.8762 1.9118 -0.9743 -0.05 0.17 -0.09
O 0.5526 1.6918 -2.1426 0.13 -0.10 -0.17
O 0.4188 -3.2188 1.0203 0.20 0.30 0.21
H 0.5922 -3.9081 3.6336 0.00 0.00 0.11
H 0.6894 -5.6456 3.2859 -0.01 -0.04 0.02
H 2.0193 -4.5634 2.8367 0.08 -0.03 0.07
H -0.6904 -6.2778 0.9809 -0.01 -0.22 0.13
H -1.3378 -4.8251 -1.2020 -0.10 0.00 -0.24
H -0.0382 -2.2347 -2.0330 0.06 0.04 0.15
H 0.4678 -1.3057 -0.5896 -0.06 -0.11 -0.18
H -2.3355 -1.8072 -1.3666 -0.02 0.12 0.11
H -3.3348 0.9881 0.5610 0.02 -0.10 -0.01
H -3.9219 -0.4595 -0.2936 -0.05 -0.04 0.02
H -3.2947 0.5262 -2.4642 -0.04 0.07 0.04
H -4.2054 1.7554 -1.5460 0.05 -0.17 -0.08
H -1.3111 1.7407 -2.1334 -0.08 0.15 0.06
H -0.3456 3.8760 -2.0228 -0.01 0.04 0.18
H -0.6883 4.7780 -0.5117 -0.02 -0.16 -0.04
H -0.0580 3.9540 1.4949 -0.03 0.03 -0.01
H 1.5192 2.5854 2.8150 -0.04 0.10 0.10
H 3.1914 0.7042 2.8431 0.02 0.01 0.10
H 4.3777 -1.0946 1.6511 0.05 -0.03 0.06
H 3.9773 -1.4679 -0.7526 0.03 -0.05 -0.05
H 2.3544 -0.0345 -1.9670 -0.02 -0.02 -0.07
```
Positions in Å, forces in eV/Å.

Computed properties:
Total charge ... 0
Strongest force on any atom ... 0.96 eV Å⁻¹
SMILES ... Cc1ccc(CNC(=O)CCNC(=O)Cn2ccc3ccccc3c2=O)o1
Spin multiplicity ... 1
E ... -1240.02565 Eh
ΔE to the lowest compared entry with this formula, charge and spin ... 12.7 kcal per mole

---

# 2
Entry from the OMol25 dataset: the molecule C20H21N3O4S at a distorted geometry (ωB97M-V/def2-TZVPD).

The geometry in XYZ format:
```
49
Properties=species:S:1:pos:R:3:forces:R:3
C 7.0553 1.1807 -0.5459 0.23 -0.09 0.06
H 7.2535 0.2279 -1.0468 -0.02 0.03 0.03
O 5.7608 1.6550 -0.8314 -0.35 0.07 -0.05
C 4.6927 0.9023 -0.4654 -0.18 -0.07 0.03
C 3.4376 1.4304 -0.7877 0.23 0.02 -0.01
C 2.2880 0.7512 -0.4649 0.07 -0.21 0.12
C 2.3589 -0.4809 0.1923 0.67 -0.06 0.07
C 3.6084 -1.0048 0.5136 -0.40 0.10 -0.06
C 4.7659 -0.3240 0.1903 0.38 0.21 -0.10
H 5.7179 -0.7578 0.4524 0.09 0.00 0.00
H 3.6700 -1.9558 1.0205 0.03 -0.07 0.04
C 1.1507 -1.1967 0.5232 -1.11 0.20 -0.19
N -0.0701 -0.8212 0.2524 0.99 0.24 0.08
C -0.8843 -1.8100 0.7405 0.54 -0.94 0.58
C -0.0934 -2.7832 1.2915 -1.16 0.39 -0.27
O 1.1961 -2.3837 1.1601 0.42 0.17 -0.05
C -0.4086 -4.0809 1.9343 0.11 0.06 -0.07
H -1.0099 -4.6825 1.2551 0.02 -0.05 0.01
H -0.9723 -3.9274 2.8544 0.02 -0.04 0.09
H 0.5139 -4.6062 2.1643 0.02 -0.09 0.07
C -2.3452 -1.7794 0.5811 -0.21 -0.43 -0.62
H -2.7237 -0.7631 0.4739 -0.05 0.01 0.10
H -2.8372 -2.2945 1.4046 -0.16 -0.05 -0.06
S -2.8617 -2.7407 -0.9441 0.18 1.46 0.09
O -2.1257 -4.0058 -0.8560 0.42 -1.11 -0.01
C -1.9076 -1.7402 -2.1932 -0.48 -0.38 0.36
C -2.4404 -0.3328 -2.3032 0.22 0.07 -0.11
O -3.3917 -0.0500 -3.0066 -0.29 -0.09 -0.12
N -1.7467 0.5723 -1.5829 0.16 0.42 0.12
H -1.0606 0.2477 -0.8987 -0.03 -0.05 -0.17
C -2.1799 1.9414 -1.5081 -0.08 -0.04 -0.31
C -2.8781 2.2822 -0.2154 -0.06 0.22 0.03
N -3.1374 1.2902 0.6226 0.12 -0.06 -0.25
C -3.7664 1.5590 1.7554 -0.17 0.18 0.28
C -4.1731 2.8307 2.1171 0.01 -0.01 -0.02
C -3.9021 3.8742 1.2428 0.04 -0.08 -0.05
C -3.2433 3.5990 0.0595 -0.02 -0.12 0.09
H -3.0161 4.3820 -0.6478 0.03 0.09 -0.08
H -4.2015 4.8843 1.4826 -0.02 0.06 0.01
H -4.6854 3.0020 3.0506 -0.04 -0.01 0.08
H -3.9485 0.7069 2.3977 -0.07 -0.02 0.13
H -2.8818 2.0967 -2.3366 0.18 0.07 0.10
H -1.3236 2.6113 -1.6465 -0.11 -0.02 -0.02
H -0.8583 -1.7778 -1.9123 0.02 -0.09 0.08
H -2.0670 -2.2700 -3.1317 -0.05 0.03 0.06
H 1.3205 1.1573 -0.7126 -0.09 0.08 -0.05
H 3.4014 2.3810 -1.2956 -0.02 0.11 -0.06
H 7.7371 1.9374 -0.9304 -0.01 -0.09 0.05
H 7.2128 1.0664 0.5312 -0.02 -0.01 -0.04
```
Positions in Å, forces in eV/Å.

Computed properties:
Total charge ... 0
Strongest force on any atom ... 1.47 eV Å⁻¹
Spin multiplicity ... 1
E ... -1638.14827 Eh
ΔE to the lowest compared entry with this formula, charge and spin ... 56.1 kcal per mole

---

> Look up the strongest force on any atom of the first one.

0.96 eV Å⁻¹

---

> ΔE to the lowest compared entry with this formula, charge and spin of number 2 (C20H21N3O4S)?

56.1 kcal per mole

---

> spin multiplicity of number 1 (C20H21N3O4)?

1